Below is 14 unconnected molecules or ions with the total composition C63H140F21N7O21 at a distorted geometry, with properties calculated with the ωB97M-V functional and the def2-TZVPD basis.

Structure (XYZ):
```
252
Properties=species:S:1:pos:R:3:mulliken_charge:R:1
F 3.854 2.521 0.690 -0.054
F -5.784 4.321 1.192 -0.369
F 4.404 -0.361 1.551 -0.215
F 5.632 2.801 -0.502 -0.342
F 4.324 -5.000 2.075 -0.297
F -5.364 -3.674 4.413 -0.292
F -0.502 4.540 9.760 -0.292
F 4.671 4.496 0.033 -0.339
F -0.580 5.155 7.637 -0.274
F 1.268 4.841 8.671 -0.316
F -2.098 1.568 -1.231 0.426
F -6.364 2.496 0.432 -0.357
F -4.333 3.245 -0.055 -0.046
F 2.452 -4.280 1.254 0.277
F -0.431 2.158 0.106 0.056
F 6.039 -0.227 0.183 -0.341
F -4.680 -5.776 4.396 -0.303
F 4.556 -1.711 -0.160 -0.204
F -5.847 -5.027 6.014 -0.299
F -0.364 2.616 -1.951 0.100
F 2.507 -4.897 3.283 -0.308
O 1.245 -6.581 1.372 -0.142
O -5.676 1.554 2.669 -1.060
O 6.458 -1.490 2.799 -0.883
O -0.663 -0.375 -2.374 -0.743
O 1.967 8.646 -0.339 -0.470
O -2.797 -3.807 4.850 0.094
O 7.046 -2.697 0.887 -0.490
O -4.245 3.316 3.076 -0.606
O 0.425 2.078 8.896 -0.934
O -0.533 3.578 -6.708 -0.569
O -0.058 -0.443 -0.166 0.869
O -6.032 -2.337 -5.045 -0.454
O 1.397 -0.357 7.518 -0.365
O 3.754 2.296 -2.427 -0.939
O -6.288 -0.691 1.148 -0.569
O 3.422 -6.862 0.566 -0.765
O 3.168 4.561 -1.862 -0.019
O 0.054 -3.034 -2.956 0.596
O -3.864 -3.498 6.977 -0.801
O -2.828 1.251 -5.784 -0.186
O 0.754 2.926 6.762 -0.298
N 3.726 -1.643 5.791 0.695
N 2.736 -4.908 -2.787 0.584
N -4.201 3.241 -3.972 0.495
N -3.811 -2.105 0.377 1.050
N -2.908 -2.721 -5.193 0.573
N 0.600 6.280 0.782 1.090
N 1.614 1.638 -5.619 0.523
C -0.327 7.325 1.355 -1.182
C 1.342 -5.133 -2.149 -1.240
C -3.938 -2.339 -6.284 -0.208
C 5.261 -1.117 0.818 0.841
C -5.078 4.375 -3.544 -0.812
C -0.069 0.309 -1.382 -0.997
C 0.287 -6.891 2.421 -0.141
C -2.915 -4.235 -4.967 -0.706
C 4.132 -0.317 5.133 -0.705
C -4.818 2.284 2.199 1.037
C 3.565 -4.147 -1.747 -0.899
C 2.078 6.676 0.950 0.297
C 0.975 2.750 4.415 0.395
C 0.038 3.123 5.574 -0.385
C 2.768 -6.598 1.579 -0.487
C -1.083 -7.037 1.834 -0.706
C 2.411 -2.142 5.198 -1.281
C 2.604 -4.207 -4.096 -0.828
C -1.576 -2.304 -5.759 -0.688
C 0.026 4.349 8.538 0.664
C -3.156 -1.936 -3.942 0.424
C -1.441 -3.881 5.160 -1.228
C 0.469 4.933 1.419 -1.102
C 0.504 -3.832 -1.868 0.525
C 2.760 -0.322 7.902 -0.519
C -0.608 -3.534 3.959 0.681
C 4.746 -2.655 5.476 -1.041
C -4.845 -4.697 5.197 0.862
C -3.030 3.895 2.701 1.073
C -4.493 3.091 -5.415 -0.765
C 4.383 3.215 -0.321 0.594
C 0.336 6.106 -0.727 -1.052
C -2.747 3.523 -3.640 -0.911
C 3.403 3.138 -1.534 1.330
C 3.604 6.377 -3.353 -0.977
C 0.083 2.908 8.034 -0.006
C 7.783 -4.558 -0.441 -1.561
C 1.093 1.192 -6.978 -0.744
C 2.372 8.119 0.887 -0.958
C -3.008 -3.129 -0.378 -0.972
C -5.107 -2.796 0.769 -0.551
C 3.006 -5.217 2.101 0.607
C -3.690 -4.164 5.977 -0.450
C 3.563 -1.547 7.319 -0.698
C 0.610 2.419 -4.887 2.204
C 1.163 -0.175 0.601 0.131
C 6.045 -2.022 1.744 0.507
C 0.276 3.755 -5.510 -1.052
C -5.324 -2.870 -6.130 -0.748
C -4.663 2.064 -3.062 -0.539
C -0.730 1.687 -1.108 -0.468
C -4.197 1.685 -5.943 -0.886
C 1.963 0.476 -4.724 -0.557
C 6.659 -3.581 -0.180 0.747
C -5.943 -1.930 1.736 -0.745
C -3.003 -1.775 1.596 -0.941
C 3.252 -6.299 -2.899 -0.780
C -5.285 3.085 0.941 0.650
C 2.990 2.409 -5.855 -0.684
C -2.721 5.006 3.684 -1.483
C 0.977 -0.715 1.952 -0.885
C 4.163 5.087 -2.814 -0.370
C -4.052 -0.906 -0.546 0.177
H 0.976 0.557 -1.582 0.205
H 3.397 2.578 -4.863 0.126
H 3.180 -3.159 -1.552 0.473
H 0.442 -3.560 4.247 -0.307
H 0.783 -5.718 -2.891 0.653
H 0.995 2.634 -3.888 -1.041
H -3.076 -0.544 -0.881 -0.319
H 2.718 -6.764 -3.742 0.418
H 7.921 -5.166 0.452 0.359
H 0.770 -1.778 1.865 -0.196
H -0.855 2.490 5.521 0.409
H 0.636 -7.799 2.917 0.268
H 4.318 6.921 -3.961 0.455
H 3.368 7.121 -2.582 0.125
H 2.556 -2.242 4.128 0.314
H 1.875 3.366 4.484 0.402
H 3.288 0.353 5.174 0.264
H -1.033 2.921 7.698 0.139
H 5.755 -4.071 0.153 -0.164
H 4.978 -2.593 4.426 0.267
H 6.535 -2.964 -1.076 0.082
H 2.145 -3.228 -4.044 0.089
H -5.656 1.703 -3.328 0.488
H -1.175 -3.244 6.000 0.307
H 3.091 -6.822 -1.961 0.249
H -1.308 -6.082 1.384 -0.324
H -6.865 -2.832 -4.964 0.314
H -4.603 -0.191 0.049 -0.245
H -5.917 -2.579 -6.989 0.454
H -1.604 -1.236 -5.982 0.294
H -1.497 -2.802 -6.724 0.511
H -0.035 7.559 2.385 0.487
H -0.312 -4.356 -1.356 0.076
H 4.320 4.335 -3.584 0.192
H -1.095 -7.913 1.165 0.333
H 1.071 5.383 -1.069 0.301
H 5.650 -2.356 6.007 0.448
H 0.936 2.039 -7.644 0.328
H 1.961 -4.822 -4.724 0.347
H -0.252 1.763 -4.825 -0.521
H -2.685 3.632 -2.558 0.182
H 3.600 -4.208 -4.501 0.419
H 1.185 4.258 0.939 0.072
H 2.322 6.258 1.923 0.430
H -3.047 4.321 1.698 -0.133
H 1.980 -0.630 0.049 0.171
H 1.080 -3.269 -1.139 -0.013
H 2.133 -3.102 5.653 0.592
H 3.573 -4.660 -0.771 -0.198
H -0.800 -2.591 -5.047 0.000
H -1.787 5.505 3.424 0.132
H 4.903 0.137 5.748 0.472
H 0.653 4.986 2.489 0.808
H -0.340 4.146 5.453 0.241
H 1.181 4.276 -5.785 0.682
H 2.837 -0.453 8.993 0.438
H -3.516 -2.760 -7.184 0.399
H -2.594 4.600 4.704 0.275
H 2.807 3.283 -6.467 0.411
H 4.292 -6.230 -3.221 0.368
H -5.609 -3.021 -0.170 0.404
H 0.487 -6.126 3.139 0.231
H 1.548 -5.704 -1.231 0.232
H -0.231 -2.116 -2.547 -0.458
H 0.150 -0.244 2.488 0.276
H 2.492 -0.274 -5.290 0.457
H 1.573 -1.493 5.424 0.413
H -2.937 -2.701 2.157 0.703
H -2.308 1.777 -6.413 0.076
H 2.690 6.186 -3.930 0.097
H 1.315 0.904 0.581 -0.349
H -2.727 -3.951 0.295 0.287
H -3.936 1.254 -3.065 -0.060
H 4.425 -3.629 5.845 0.330
H -2.296 -2.160 -3.340 -0.564
H -4.845 0.976 -5.417 0.443
H -0.753 -4.225 3.132 -0.031
H -1.850 -7.145 2.598 0.436
H -5.558 3.273 -5.611 0.449
H -1.139 -4.865 5.541 0.349
H 1.884 -0.524 2.551 0.166
H -4.689 -1.288 -1.352 0.068
H -6.772 -2.631 1.919 0.412
H 5.111 5.310 -2.334 0.316
H -2.032 -4.429 -4.348 -0.114
H -6.155 0.139 1.734 0.328
H -4.433 1.718 -7.017 0.583
H 2.794 -7.191 2.563 0.179
H -3.801 1.861 1.757 -0.450
H -3.850 3.844 -5.892 0.389
H 0.836 0.387 7.966 0.245
H -2.117 2.737 -4.008 0.173
H -3.613 -3.571 -1.172 0.578
H -0.684 5.760 -0.869 0.319
H -5.360 -1.884 2.639 0.477
H -0.288 4.234 -4.707 0.154
H -1.334 6.923 1.449 0.322
H 0.146 0.686 -6.799 0.158
H 3.467 8.134 0.994 0.521
H 2.660 6.151 0.179 -0.310
H -0.560 4.602 1.270 -0.127
H 4.572 -3.965 -2.108 0.498
H 0.455 7.084 -1.162 0.480
H 3.635 1.666 -6.276 0.408
H 1.828 0.510 -7.401 0.381
H 0.473 2.968 3.479 -0.561
H -3.494 -1.066 2.254 0.217
H 2.484 2.932 -0.926 -1.010
H -3.055 -0.893 -4.197 -0.604
H -2.783 -4.678 -5.939 0.432
H -4.840 -3.683 1.349 0.450
H -3.277 -5.209 6.251 0.176
H -4.150 -2.221 -3.638 0.807
H -0.785 -2.517 3.583 0.172
H -6.121 4.116 -3.744 0.466
H -2.414 4.414 -4.159 0.573
H 4.639 -0.597 4.217 0.030
H -4.952 4.521 -2.476 0.190
H 7.352 -5.114 -1.281 0.372
H -3.785 -4.573 -4.428 0.396
H -4.832 5.261 -4.117 0.395
H -2.206 3.162 2.704 0.005
H -3.821 -1.261 -6.334 0.044
H 2.634 0.881 -3.955 0.147
H 4.554 -1.641 7.740 0.448
H -4.715 2.486 -2.062 0.033
H -2.046 -1.441 1.212 -0.072
H -5.246 -3.970 -6.067 0.407
H 1.048 0.026 -4.287 0.063
H 1.234 1.697 4.560 -0.163
H 1.888 8.588 1.762 0.354
H 3.294 0.601 7.646 0.300
H 2.362 9.482 -0.598 0.317
H 5.324 -2.864 1.831 -0.319
H -0.445 4.419 -7.178 0.346
H -2.091 -2.670 -0.770 0.109
H -0.334 8.192 0.722 0.334
H 8.701 -4.013 -0.614 0.351
H 2.948 -2.379 7.658 0.368
H -3.559 5.689 3.781 0.458
```

Computed properties:
* HOMO: -4.773 eV
* total energy: -6544.20580 a.u.
* LUMO level: -2.33 eV
* ΔE to the lowest compared entry with this formula, charge and spin: 7.984 eV